No. 1
{
  "formula": "C42H85FN6O7S",
  "method": "the ωB97M-V functional and the def2-TZVPD basis",
  "elements": ["C", "C", "O", "C", "N", "C", "C", "C", "N", "S", "O", "O", "F", "H", "H", "H", "H", "H", "H", "H", "H", "H", "H", "H", "H", "H", "C", "C", "C", "C", "C", "C", "N", "O", "C", "C", "C", "H", "H", "H", "H", "H", "H", "H", "H", "H", "H", "H", "H", "H", "H", "H", "H", "H", "H", "C", "C", "C", "C", "C", "C", "N", "O", "C", "C", "C", "H", "H", "H", "H", "H", "H", "H", "H", "H", "H", "H", "H", "H", "H", "H", "H", "H", "H", "C", "C", "C", "C", "C", "C", "N", "O", "C", "C", "C", "H", "H", "H", "H", "H", "H", "H", "H", "H", "H", "H", "H", "H", "H", "H", "H", "H", "H", "C", "C", "C", "C", "C", "C", "N", "O", "C", "C", "C", "H", "H", "H", "H", "H", "H", "H", "H", "H", "H", "H", "H", "H", "H", "H", "H", "H", "H"],
  "xyz": [[6.404, 2.332, 1.005], [5.762, 3.704, 1.144], [4.533, 3.654, 0.425], [3.743, 4.808, 0.486], [2.517, 4.517, 1.231], [1.295, 4.368, 0.417], [0.671, 2.988, 0.542], [-0.827, 2.942, 0.636], [1.329, 1.907, 0.541], [2.325, 5.527, 2.503], [1.753, 6.778, 2.140], [3.500, 5.520, 3.296], [1.231, 4.703, 3.222], [5.639, 1.633, 0.685], [7.166, 2.344, 0.232], [6.838, 2.017, 1.947], [5.576, 3.936, 2.193], [6.403, 4.490, 0.742], [3.510, 5.091, -0.538], [4.308, 5.621, 0.936], [1.486, 4.613, -0.624], [0.549, 5.090, 0.740], [-1.247, 3.915, 0.876], [-1.144, 2.220, 1.382], [-1.262, 2.636, -0.313], [2.327, 2.128, 0.458], [0.562, 6.064, -6.952], [0.538, 6.375, -5.434], [1.901, 6.073, -4.806], [2.200, 4.578, -4.687], [1.065, 3.863, -3.956], [-0.306, 4.125, -4.572], [-0.532, 5.590, -4.742], [-0.835, 6.133, -3.607], [-0.424, 3.380, -5.915], [-1.378, 3.522, -3.675], [0.237, 7.863, -5.306], [0.748, 6.971, -7.524], [1.342, 5.356, -7.230], [-0.394, 5.673, -7.294], [1.940, 6.518, -3.806], [2.679, 6.566, -5.394], [2.355, 4.134, -5.674], [3.136, 4.434, -4.142], [1.250, 2.787, -3.942], [1.055, 4.190, -2.910], [-1.359, 3.635, -6.415], [-0.426, 2.305, -5.736], [0.395, 3.577, -6.602], [-1.325, 3.903, -2.657], [-1.239, 2.442, -3.627], [-2.381, 3.711, -4.059], [-0.740, 8.100, -5.731], [0.993, 8.426, -5.851], [0.252, 8.202, -4.272], [1.854, -0.312, -2.396], [3.301, 0.145, -2.711], [3.688, -0.245, -4.138], [3.924, -1.744, -4.313], [4.942, -2.254, -3.293], [4.571, -1.900, -1.853], [4.272, -0.440, -1.737], [5.366, 0.249, -1.718], [3.374, -2.753, -1.395], [5.719, -2.257, -0.917], [3.307, 1.665, -2.579], [1.153, 0.509, -2.542], [1.516, -1.128, -3.034], [1.750, -0.621, -1.358], [4.602, 0.287, -4.422], [2.907, 0.095, -4.822], [2.984, -2.295, -4.220], [4.289, -1.941, -5.322], [5.046, -3.338, -3.375], [5.921, -1.826, -3.528], [3.031, -2.437, -0.409], [3.679, -3.797, -1.322], [2.527, -2.726, -2.076], [6.653, -1.780, -1.207], [5.876, -3.335, -0.937], [5.490, -1.966, 0.109], [3.052, 1.967, -1.561], [2.563, 2.082, -3.258], [4.271, 2.100, -2.834], [1.224, -2.676, 4.315], [0.726, -1.359, 3.666], [0.706, -0.233, 4.700], [-0.413, -0.376, 5.731], [-1.768, -0.533, 5.040], [-1.787, -1.668, 4.016], [-0.635, -1.538, 3.072], [-0.874, -0.618, 2.195], [-1.767, -3.025, 4.742], [-3.093, -1.645, 3.232], [1.722, -1.017, 2.566], [2.287, -2.817, 4.123], [1.098, -2.694, 5.397], [0.716, -3.543, 3.896], [0.587, 0.726, 4.184], [1.676, -0.196, 5.202], [-0.223, -1.227, 6.390], [-0.432, 0.505, 6.375], [-2.549, -0.712, 5.782], [-2.021, 0.407, 4.540], [-1.677, -3.843, 4.026], [-2.703, -3.160, 5.282], [-0.971, -3.121, 5.476], [-3.271, -0.685, 2.749], [-3.927, -1.833, 3.907], [-3.104, -2.421, 2.467], [1.748, -1.797, 1.802], [2.721, -0.932, 2.995], [1.498, -0.070, 2.078], [-5.689, -7.904, 3.400], [-5.536, -6.370, 3.555], [-6.761, -5.780, 4.254], [-8.009, -5.757, 3.373], [-7.721, -5.053, 2.047], [-6.515, -5.637, 1.312], [-5.334, -5.715, 2.226], [-4.803, -4.545, 2.371], [-6.871, -7.021, 0.738], [-6.168, -4.765, 0.111], [-4.302, -6.148, 4.421], [-5.171, -8.424, 4.205], [-6.726, -8.235, 3.433], [-5.247, -8.257, 2.470], [-6.537, -4.755, 4.568], [-6.956, -6.348, 5.166], [-8.372, -6.773, 3.193], [-8.815, -5.238, 3.894], [-8.594, -5.109, 1.395], [-7.544, -3.991, 2.243], [-5.991, -7.495, 0.302], [-7.612, -6.906, -0.052], [-7.301, -7.703, 1.467], [-5.990, -3.729, 0.390], [-6.997, -4.781, -0.595], [-5.279, -5.140, -0.398], [-3.409, -6.544, 3.935], [-4.435, -6.667, 5.370], [-4.134, -5.096, 4.640]],
  "multiplicity": 5,
  "e_above_lowest_ev": 0.0000,
  "gap_ev": [8.67, 9.24]
}



No. 2
{
  "formula": "C42H86N2O14S6",
  "method": "the ωB97M-V functional and the def2-TZVPD basis",
  "elements": ["C", "C", "C", "C", "C", "C", "C", "C", "C", "N", "O", "H", "H", "H", "H", "H", "H", "H", "H", "H", "H", "H", "H", "H", "H", "H", "H", "H", "H", "H", "C", "C", "C", "C", "C", "C", "C", "C", "C", "N", "O", "H", "H", "H", "H", "H", "H", "H", "H", "H", "H", "H", "H", "H", "H", "H", "H", "H", "H", "H", "O", "S", "O", "C", "C", "C", "C", "H", "H", "H", "H", "H", "H", "H", "H", "O", "S", "O", "C", "C", "C", "C", "H", "H", "H", "H", "H", "H", "H", "H", "O", "S", "O", "C", "C", "C", "C", "H", "H", "H", "H", "H", "H", "H", "H", "O", "S", "O", "C", "C", "C", "C", "H", "H", "H", "H", "H", "H", "H", "H", "O", "S", "O", "C", "C", "C", "C", "H", "H", "H", "H", "H", "H", "H", "H", "O", "S", "O", "C", "C", "C", "C", "H", "H", "H", "H", "H", "H", "H", "H"],
  "xyz": [[-5.017, 5.311, 1.782], [-4.154, 5.491, 0.505], [-4.139, 4.198, -0.358], [-4.876, 6.595, -0.236], [-4.016, 7.177, -1.393], [-2.624, 7.619, -0.814], [-1.814, 6.579, -0.005], [-1.231, 5.468, -0.901], [-0.679, 7.383, 0.676], [-2.789, 6.004, 0.959], [-2.206, 5.121, 1.762], [-5.244, 6.183, 2.395], [-5.921, 4.820, 1.423], [-4.624, 4.571, 2.480], [-5.153, 3.814, -0.470], [-3.924, 4.444, -1.398], [-3.468, 3.398, -0.046], [-5.803, 6.255, -0.697], [-5.117, 7.430, 0.422], [-3.850, 6.522, -2.248], [-4.533, 8.055, -1.779], [-2.780, 8.502, -0.194], [-1.939, 7.948, -1.596], [-1.092, 4.469, -0.488], [-0.291, 5.718, -1.393], [-2.022, 5.185, -1.596], [-1.063, 8.162, 1.334], [-0.031, 7.816, -0.086], [-0.047, 6.733, 1.281], [-2.166, 5.646, 2.565], [0.292, -4.698, 3.083], [1.866, -4.683, 3.258], [2.337, -6.183, 3.371], [2.373, -4.175, 1.893], [2.527, -2.639, 1.837], [3.243, -2.047, 3.047], [2.636, -2.511, 4.459], [3.705, -2.096, 5.545], [1.314, -1.680, 4.738], [2.418, -3.982, 4.496], [1.813, -4.385, 5.628], [-0.246, -4.782, 4.027], [-0.074, -3.787, 2.609], [0.004, -5.578, 2.507], [3.424, -6.203, 3.454], [1.959, -6.669, 4.271], [2.268, -6.907, 2.560], [3.398, -4.518, 1.754], [1.756, -4.350, 1.012], [3.024, -2.282, 0.935], [1.517, -2.236, 1.764], [3.416, -0.971, 3.051], [4.189, -2.586, 3.002], [3.820, -1.012, 5.536], [4.684, -2.468, 5.242], [3.386, -2.421, 6.535], [1.349, -0.624, 4.472], [0.851, -1.714, 5.724], [0.613, -2.211, 4.095], [2.568, -4.809, 6.043], [2.629, 4.389, 3.952], [2.423, 3.050, 3.549], [1.853, 1.972, 4.441], [1.724, 2.825, 1.810], [2.904, 2.539, 0.947], [4.209, 2.958, 1.671], [4.050, 2.406, 3.095], [1.095, 3.712, 1.747], [1.125, 1.915, 1.849], [2.895, 1.450, 0.913], [2.798, 3.168, 0.063], [4.476, 4.013, 1.619], [5.094, 2.503, 1.226], [4.851, 2.662, 3.789], [3.799, 1.348, 3.022], [-4.152, 0.766, 5.379], [-4.000, 0.348, 3.989], [-5.193, -0.314, 3.429], [-3.332, 1.664, 2.898], [-2.244, 1.068, 2.124], [-1.401, 0.219, 3.148], [-2.478, -0.749, 3.844], [-2.969, 2.457, 3.551], [-4.107, 2.172, 2.325], [-2.587, 0.418, 1.319], [-1.612, 1.825, 1.661], [-0.882, 0.960, 3.757], [-0.624, -0.396, 2.694], [-2.319, -1.443, 4.670], [-2.917, -1.430, 3.115], [-1.573, 0.990, -5.380], [-2.917, 0.670, -5.005], [-3.511, 1.541, -4.017], [-4.012, 0.462, -6.495], [-4.234, -1.027, -6.488], [-4.220, -1.674, -5.072], [-3.076, -1.046, -4.370], [-3.548, 1.008, -7.316], [-4.855, 1.075, -6.176], [-5.152, -1.157, -7.060], [-3.505, -1.535, -7.119], [-3.953, -2.729, -5.125], [-5.199, -1.492, -4.629], [-2.189, -1.617, -4.646], [-3.258, -1.079, -3.296], [-2.080, -4.660, -3.189], [-0.701, -4.642, -2.751], [0.182, -3.584, -3.264], [-0.645, -4.786, -0.834], [-0.243, -6.251, -0.529], [0.663, -6.758, -1.694], [0.138, -6.338, -3.094], [-1.447, -4.310, -0.269], [0.291, -4.236, -0.736], [0.304, -6.372, 0.406], [-1.136, -6.876, -0.518], [0.788, -7.835, -1.589], [1.624, -6.282, -1.499], [-0.657, -7.050, -3.317], [0.973, -6.258, -3.790], [5.443, -5.060, -3.479], [4.556, -3.958, -3.050], [3.494, -4.174, -2.022], [5.682, -2.545, -2.697], [5.825, -1.728, -4.073], [4.408, -1.749, -4.614], [3.801, -3.190, -4.503], [6.625, -3.013, -2.412], [5.227, -1.988, -1.878], [6.085, -0.670, -4.025], [6.586, -2.237, -4.664], [4.421, -1.425, -5.655], [3.830, -1.023, -4.043], [4.228, -3.741, -5.341], [2.752, -2.894, -4.522], [-0.112, -0.825, 0.419], [-0.488, -0.409, -0.934], [-1.703, -1.026, -1.512], [-0.450, 1.461, -1.091], [0.327, 1.683, -2.434], [1.440, 0.640, -2.544], [0.863, -0.773, -2.137], [0.128, 1.893, -0.274], [-1.487, 1.798, -1.060], [-0.216, 1.550, -3.369], [0.838, 2.645, -2.402], [2.248, 0.856, -1.844], [1.910, 0.614, -3.527], [1.513, -1.588, -1.819], [0.448, -1.159, -3.068]],
  "smiles": "CC1(C)CCCC(C)(C)N1O.CC1(C)CCCC(C)(C)N1O.O=S1(=O)CCCC1.O=S1(=O)CCCC1.O=S1(=O)CCCC1.O=S1(=O)CCCC1.O=S1(=O)CCCC1.O=S1(=O)CCCC1",
  "multiplicity": 1,
  "e_above_lowest_ev": 2.8732,
  "gap_ev": 8.23
}



No. 3
{
  "formula": "C42H87N9O16P4",
  "method": "the ωB97M-V functional and the def2-TZVPD basis",
  "elements": ["C", "C", "O", "P", "O", "O", "C", "C", "O", "C", "C", "H", "H", "H", "H", "H", "H", "H", "H", "H", "H", "H", "H", "H", "H", "H", "C", "C", "O", "P", "O", "O", "C", "C", "O", "C", "C", "H", "H", "H", "H", "H", "H", "H", "H", "H", "H", "H", "H", "H", "H", "H", "C", "C", "O", "P", "O", "O", "C", "C", "O", "C", "C", "H", "H", "H", "H", "H", "H", "H", "H", "H", "H", "H", "H", "H", "H", "H", "C", "C", "O", "P", "O", "O", "C", "C", "O", "C", "C", "H", "H", "H", "H", "H", "H", "H", "H", "H", "H", "H", "H", "H", "H", "H", "C", "C", "N", "H", "H", "H", "C", "C", "N", "H", "H", "H", "C", "C", "N", "H", "H", "H", "C", "C", "N", "H", "H", "H", "C", "C", "N", "H", "H", "H", "C", "C", "N", "H", "H", "H", "C", "C", "N", "H", "H", "H", "C", "C", "N", "H", "H", "H", "C", "C", "N", "H", "H", "H"],
  "xyz": [[-13.263, -11.910, 10.738], [-12.626, -13.297, 10.640], [-13.607, -14.307, 11.096], [-13.138, -15.772, 11.217], [-11.808, -15.932, 11.845], [-13.169, -16.471, 9.795], [-14.417, -16.622, 9.194], [-14.217, -16.242, 7.743], [-14.395, -16.340, 11.935], [-14.372, -17.691, 12.433], [-15.612, -17.958, 13.300], [-12.772, -11.076, 10.297], [-14.233, -11.969, 10.353], [-13.373, -11.775, 11.804], [-12.210, -13.464, 9.576], [-11.685, -13.278, 11.325], [-14.733, -17.682, 9.237], [-15.206, -16.030, 9.706], [-13.779, -17.043, 7.101], [-15.095, -15.877, 7.198], [-13.522, -15.431, 7.681], [-14.339, -18.398, 11.633], [-13.491, -17.876, 13.016], [-16.512, -17.639, 12.836], [-15.696, -19.082, 13.445], [-15.365, -17.573, 14.310], [-10.806, -21.317, 16.536], [-9.574, -22.133, 16.570], [-9.340, -22.748, 15.291], [-8.384, -21.965, 14.341], [-8.473, -20.532, 14.249], [-6.983, -22.370, 15.000], [-5.712, -22.103, 14.376], [-5.011, -23.390, 14.133], [-8.522, -22.822, 12.997], [-9.355, -22.232, 11.938], [-9.179, -23.157, 10.661], [-10.981, -20.665, 17.415], [-10.707, -20.625, 15.680], [-11.682, -21.975, 16.391], [-8.692, -21.506, 16.879], [-9.579, -22.908, 17.322], [-5.880, -21.688, 13.364], [-5.061, -21.537, 15.040], [-5.528, -24.026, 13.434], [-4.001, -23.179, 13.835], [-4.909, -23.888, 15.058], [-10.338, -22.099, 12.367], [-9.070, -21.214, 11.639], [-8.099, -23.229, 10.444], [-9.418, -24.199, 10.844], [-9.779, -22.833, 9.799], [-15.943, -23.220, 9.016], [-14.741, -22.376, 8.848], [-14.631, -21.382, 9.930], [-13.198, -21.372, 10.635], [-13.254, -20.533, 11.868], [-12.658, -22.844, 10.920], [-12.755, -23.435, 12.255], [-14.165, -23.761, 12.586], [-12.133, -20.954, 9.465], [-12.326, -19.456, 9.086], [-11.180, -18.935, 8.235], [-15.787, -24.143, 8.431], [-16.142, -23.510, 10.044], [-16.887, -22.746, 8.597], [-13.954, -23.136, 8.847], [-14.687, -21.766, 7.927], [-12.126, -24.269, 12.142], [-12.396, -22.722, 12.970], [-14.705, -24.007, 11.630], [-14.281, -24.654, 13.186], [-14.695, -22.890, 13.035], [-13.224, -19.417, 8.578], [-12.472, -18.812, 9.989], [-11.255, -17.868, 8.175], [-10.246, -19.176, 8.729], [-11.202, -19.369, 7.244], [-15.632, -28.801, 9.307], [-15.353, -28.151, 7.983], [-14.690, -26.892, 8.102], [-13.171, -26.712, 7.902], [-12.931, -25.293, 7.836], [-12.335, -27.404, 9.103], [-11.599, -26.539, 9.994], [-10.957, -27.334, 11.082], [-12.739, -27.611, 6.658], [-11.515, -28.323, 6.513], [-10.300, -27.511, 6.315], [-16.280, -28.186, 9.926], [-16.228, -29.734, 9.195], [-14.698, -28.942, 9.878], [-14.685, -28.776, 7.324], [-16.270, -27.861, 7.501], [-10.893, -25.876, 9.419], [-12.310, -25.802, 10.402], [-10.416, -28.127, 10.635], [-10.403, -26.771, 11.788], [-11.779, -27.911, 11.740], [-11.387, -28.946, 7.392], [-11.720, -29.047, 5.707], [-9.531, -28.159, 5.959], [-10.419, -26.738, 5.581], [-9.955, -26.996, 7.244], [-13.109, -32.718, 12.022], [-13.048, -31.346, 12.410], [-12.995, -30.268, 12.701], [-13.452, -33.371, 12.812], [-12.064, -32.962, 11.694], [-13.770, -32.933, 11.200], [-9.033, -15.473, 10.463], [-9.937, -15.188, 9.351], [-10.632, -15.113, 8.425], [-8.597, -16.438, 10.229], [-9.635, -15.680, 11.378], [-8.257, -14.740, 10.565], [-17.851, -20.138, 10.414], [-17.767, -18.993, 9.509], [-17.746, -18.029, 8.849], [-18.922, -20.481, 10.490], [-17.581, -19.736, 11.345], [-17.172, -20.856, 10.063], [-12.721, -20.351, 3.064], [-12.923, -20.141, 4.473], [-13.009, -19.881, 5.600], [-11.936, -21.087, 2.926], [-12.418, -19.430, 2.562], [-13.689, -20.743, 2.688], [-11.443, -22.603, 6.899], [-11.345, -23.100, 5.549], [-11.292, -23.572, 4.471], [-11.162, -23.413, 7.598], [-12.490, -22.351, 7.062], [-10.876, -21.639, 6.951], [-16.107, -18.620, 6.151], [-16.504, -19.956, 6.422], [-16.745, -21.083, 6.665], [-16.451, -18.298, 5.197], [-15.051, -18.603, 6.269], [-16.603, -17.915, 6.841], [-12.841, -12.504, 6.556], [-13.493, -12.936, 5.296], [-13.938, -13.295, 4.293], [-13.237, -12.849, 7.509], [-13.087, -11.443, 6.704], [-11.776, -12.747, 6.555], [-19.791, -23.274, 4.799], [-21.188, -22.952, 4.413], [-22.281, -22.693, 4.255], [-19.117, -22.551, 4.310], [-19.442, -24.225, 4.432], [-19.653, -23.151, 5.854], [-10.301, -18.857, 12.512], [-9.042, -18.796, 11.754], [-8.011, -18.705, 11.229], [-11.152, -19.141, 11.844], [-10.598, -17.945, 13.031], [-10.401, -19.729, 13.172]],
  "multiplicity": 1,
  "gap_ev": 10.56
}



Listing max |F| for the structures above in their given order: 1.808 5.781 4.679 eV/Å.